[1]
Entry from the Open Molecules 2025 dataset: 2 unconnected molecules or ions with the total composition C9H8FN3O (ωB97M-V/def2-TZVPD).

Structure (XYZ):
```
22
Properties=species:S:1:pos:R:3:forces:R:3:lowdin_charge:R:1
C 0.3058 1.0276 -0.1866 -0.29 0.74 -0.26 -0.169
C 1.8910 0.0132 1.3250 2.90 -0.37 -0.28 -0.046
H -3.0900 -1.1218 -0.3736 -0.47 0.38 0.21 0.088
H -1.8638 -2.1479 -2.6577 0.54 0.90 0.52 0.118
C 0.2428 1.5388 2.1691 0.44 -0.27 -1.74 -0.064
F 1.8832 -0.3942 -1.0647 1.19 -0.45 0.04 0.054
O -1.2947 1.9579 -1.7068 0.59 -0.47 -0.19 0.029
H 0.5820 -2.1163 -2.0887 -0.48 -0.02 2.26 0.179
C 1.3687 0.1421 0.0463 -0.66 2.39 0.40 -0.312
N -0.1332 -2.0159 -1.3157 -1.69 0.59 -2.84 0.002
C 1.3569 0.7145 2.3830 0.26 0.02 1.02 -0.088
C -2.0613 -1.3025 -0.5546 2.40 -0.82 -0.95 -0.098
H 2.9221 -0.4233 1.5236 -1.66 -0.06 -0.67 0.139
N 0.0245 -1.6981 -0.0208 0.18 -1.39 -0.74 -0.047
C -1.4332 -1.7031 -1.7412 -0.09 -1.28 2.06 -0.073
H -0.0868 2.0158 3.0279 -1.10 1.15 1.20 0.069
H 0.2819 0.8199 -2.4226 -0.82 0.49 0.69 0.133
C -0.2698 1.7619 0.8571 0.41 -1.13 0.73 0.005
H 1.9132 0.6028 3.4135 -1.54 0.43 -2.11 0.147
N -1.0896 -1.2999 0.4456 -1.83 -0.38 -0.44 0.027
C -0.3056 1.2752 -1.5521 0.92 -0.25 0.00 -0.222
H -1.1441 2.3534 0.4940 0.83 -0.20 1.10 0.129
```
Forces are in eV/Å.

**SMILES string**: O=Cc1ccccc1F.c1c[nH]nn1
**Total charge**: 0
**Energy relative to the best compared isomer or geometry (same formula, charge and spin)**: 22.51 kcal/mol
**M**: 193.2 g mol⁻¹
**LUMO**: 0.24 eV

[2]
Entry from the Open Molecules 2025 dataset: a molecular structure, C9H8IrNO5S (ωB97M-V/def2-TZVPD).

Structure (XYZ):
```
25
Properties=species:S:1:pos:R:3:forces:R:3:lowdin_charge:R:1
O -0.9462 1.1356 -2.1046 0.00 0.36 0.26 -0.211
O -3.1281 0.5397 1.1459 0.16 0.12 0.36 0.144
H -0.7651 0.7909 2.1041 -0.05 0.09 -0.03 0.164
C 2.2153 0.4753 0.8001 -0.03 0.10 0.05 -0.077
Ir -0.8791 -0.8064 -1.8466 0.36 -1.12 0.13 1.242
O -1.3289 3.0669 -1.1162 0.15 0.16 0.32 0.136
C 1.2152 0.7080 -0.3232 -0.13 -0.09 -0.10 -0.216
C -1.0890 -3.0132 -2.4494 -0.29 0.03 -0.97 -0.877
H 1.6294 1.0115 -1.2793 -0.01 -0.02 -0.04 0.167
H 0.2745 2.3928 0.6920 -0.05 0.01 0.02 0.162
C 0.1930 -0.7785 0.9358 -0.10 0.11 -0.19 -0.215
H 3.1680 0.1195 0.4150 -0.01 0.02 -0.04 0.122
C -0.8484 1.9702 -1.0544 -0.06 -0.28 -0.75 -0.548
H -0.3004 -1.7384 1.0515 0.00 -0.02 -0.06 0.163
O -2.2225 -0.7042 -0.4308 0.02 0.33 0.36 -0.183
H 2.0758 -1.5395 1.6427 -0.02 -0.01 0.02 0.124
S -1.4719 -1.9374 -3.7327 -0.24 -0.07 -0.11 0.580
C 1.5151 -0.6073 1.6575 -0.01 0.06 0.01 -0.080
O 0.6226 -0.6385 -0.4763 0.33 0.32 0.81 -0.245
C -0.0064 1.5003 0.1388 -0.06 -0.13 0.10 -0.089
H 2.3893 1.4025 1.3434 0.04 -0.01 0.02 0.126
N -0.8245 -3.6201 -1.4950 0.12 0.37 0.35 0.120
C -0.7189 0.4458 1.0738 0.11 0.17 -0.02 -0.088
H 1.3652 -0.3105 2.6935 0.00 0.01 0.01 0.127
C -2.1339 0.1347 0.6143 -0.24 -0.51 -0.53 -0.547
```
Forces are in eV/Å.

**Total charge**: 0
**Energy relative to the best compared isomer or geometry (same formula, charge and spin)**: 11.61 kcal/mol
**M**: 434.4 g mol⁻¹
**LUMO**: -1.40 eV

[3]
Entry from the Open Molecules 2025 dataset: a molecular structure, C9H8KN5O4 (ωB97M-V/def2-TZVPD).

Structure (XYZ):
```
27
Properties=species:S:1:pos:R:3:forces:R:3:lowdin_charge:R:1
O -4.0548 2.4736 -5.6580 -0.10 -0.16 -0.18 0.052
O -1.6568 1.2289 -0.0437 -0.79 0.44 -0.28 -0.212
H -0.4931 0.3263 -3.8132 0.02 0.00 -0.01 0.124
O -5.5064 3.4277 -4.3868 -0.22 -0.08 -0.06 0.054
C 0.0303 -3.2687 2.1041 0.27 -0.62 0.57 -0.356
H -1.0081 -6.7151 3.1286 -0.01 0.02 0.00 0.114
H -3.8577 2.5777 -0.0055 0.02 0.00 0.01 0.111
C -1.8443 1.2352 -2.4180 0.11 -0.08 -0.40 -0.117
N -0.1858 -4.4865 2.6080 -0.69 0.67 -0.91 0.109
H -2.2495 1.3842 -4.5325 -0.02 0.01 0.00 0.121
C -4.2109 2.6991 -2.1016 0.01 -0.02 0.26 -0.008
C -2.2855 1.5668 -1.0804 0.01 -0.01 0.01 -0.387
N -1.6480 -6.2396 2.5165 -0.01 -0.05 0.01 0.164
C -3.7416 2.3524 -3.3774 -0.37 0.05 -0.58 -0.167
O 0.1897 0.0428 -1.9490 0.05 -0.07 -0.66 -0.135
H -2.3311 -6.7836 2.0234 0.01 -0.03 0.01 0.108
K 0.2735 0.0665 0.4300 1.00 -0.13 0.95 0.934
H -5.1267 3.2667 -2.0151 0.00 0.00 -0.02 0.116
C -1.2776 -5.0239 2.0716 0.31 -0.18 0.33 -0.503
H -1.8505 -3.5002 0.8466 0.01 -0.04 0.00 0.099
H -2.9219 -4.8479 0.8485 0.00 -0.02 0.04 0.115
N -4.5019 2.7635 -4.5641 0.59 0.27 0.55 -0.369
N -2.0419 -4.4508 1.1223 0.06 0.06 0.03 0.182
C -0.6402 0.4894 -2.7289 -0.31 0.20 0.06 -0.222
C -2.5882 1.6379 -3.5362 0.11 -0.09 0.21 0.027
C -3.5105 2.3180 -0.9968 -0.08 0.07 -0.05 -0.001
N 0.2223 -2.2139 1.6714 0.02 -0.19 0.12 0.047
```
Forces are in eV/Å.

**Total charge**: 0
**Energy relative to the best compared isomer or geometry (same formula, charge and spin)**: 5.58 kcal/mol
**M**: 289.3 g mol⁻¹
**LUMO**: -0.16 eV

[4]
Entry from the Open Molecules 2025 dataset: a single C9H8N2 molecule (ωB97M-V/def2-TZVPD).

Structure (XYZ):
```
19
Properties=species:S:1:pos:R:3:forces:R:3:lowdin_charge:R:1
H 3.8805 -1.5332 -0.0857 -2.08 1.84 0.29 0.153
C 3.1739 0.5574 0.0277 3.99 10.16 0.53 -0.174
H -0.8083 2.4119 0.0082 -0.54 -3.30 -0.21 0.155
N 1.7060 -1.0259 0.0107 -1.23 -4.16 -0.85 0.050
H 1.5305 2.1567 0.0749 0.79 0.21 -0.13 0.097
C -3.2229 -0.1759 0.0099 1.45 2.59 -0.55 -0.083
H -3.3835 1.8737 0.0861 -0.70 2.08 -0.10 0.069
C 1.9125 1.1500 -0.0189 -2.03 0.93 0.45 -0.077
H 1.1824 -2.0561 -0.1030 2.06 4.02 0.44 0.235
C -2.6614 1.1400 -0.0052 3.40 -3.15 0.16 -0.032
H -2.6380 -2.2699 0.0463 -0.60 0.40 -0.05 0.106
C -2.3598 -1.2139 0.0235 2.14 -2.34 0.14 -0.143
H -4.2651 -0.2321 -0.1349 -1.04 -0.57 0.27 0.086
C 1.0140 0.1370 -0.0195 -1.44 -0.97 -0.11 -0.278
C -0.4589 0.0725 -0.0295 0.61 1.15 0.35 -0.247
N -0.9903 -1.1453 0.0401 -1.61 0.91 -0.27 0.097
H 4.0886 1.4463 0.1622 -2.20 -3.65 -0.60 0.183
C 3.0455 -0.7024 -0.0224 1.96 -8.60 -0.09 -0.200
C -1.2091 1.2688 -0.0339 -2.95 2.46 0.35 0.005
```
Forces are in eV/Å.

**SMILES string**: c1ccc(-c2ccc[nH]2)nc1
**Total charge**: 0
**Energy relative to the best compared isomer or geometry (same formula, charge and spin)**: 60.40 kcal/mol
**M**: 144.2 g mol⁻¹
**LUMO**: 0.68 eV

[5]
Entry from the Open Molecules 2025 dataset: a single C9H8N2O molecule (ωB97M-V/def2-TZVPD).

Structure (XYZ):
```
20
Properties=species:S:1:pos:R:3:forces:R:3:lowdin_charge:R:1
C 1.9810 -0.7975 1.2853 -3.87 1.77 -2.88 -0.056
C 0.9474 0.1642 1.3034 2.36 -2.09 0.42 -0.026
C -1.9017 1.2500 -0.6960 -0.28 2.43 -0.26 -0.041
H -2.3426 2.2632 -0.6225 -1.04 -1.00 -0.65 0.132
H -0.9164 2.4058 1.9366 0.68 1.63 -0.13 0.052
N -1.4436 1.6076 1.7160 0.08 -2.38 0.53 0.070
C 0.0562 -0.8441 -0.7478 -0.36 1.80 0.30 -0.050
H 3.0573 -2.0218 -0.0894 -0.02 -0.12 0.78 0.151
C -1.7598 0.4519 -1.8432 0.76 -0.25 3.33 -0.037
H -2.5078 0.6251 -2.5319 -0.85 -0.10 -2.13 0.083
H 2.7759 -0.5789 1.8607 2.71 -0.10 2.18 0.065
C -1.1755 1.0356 0.4133 2.25 -1.42 1.07 -0.279
C 1.2965 -1.7135 -0.8686 0.91 0.03 -2.37 -0.332
H -1.0977 0.9270 2.4647 -0.93 0.98 -1.54 0.107
H 1.0082 0.9245 2.1310 -0.16 -0.94 -1.19 0.114
C -0.0582 0.1523 0.2487 0.41 -1.17 2.74 -0.127
C -0.9201 -0.6378 -1.7363 0.54 0.84 0.08 -0.023
N 2.1374 -1.7747 0.2722 -1.49 1.37 -0.72 0.100
H -0.8642 -1.2411 -2.5408 0.00 -2.26 -2.65 0.078
O 1.7276 -2.1977 -1.9554 -1.66 0.98 3.09 0.020
```
Forces are in eV/Å.

**SMILES string**: Nc1cccc2c(=O)[nH]ccc12
**Total charge**: 0
**Energy relative to the best compared isomer or geometry (same formula, charge and spin)**: 42.44 kcal/mol
**M**: 160.2 g mol⁻¹
**LUMO**: 0.28 eV

[6]
Entry from the Open Molecules 2025 dataset: a single C9H8N2O molecule (ωB97M-V/def2-TZVPD).

Structure (XYZ):
```
20
Properties=species:S:1:pos:R:3:forces:R:3:lowdin_charge:R:1
C -0.3568 0.0937 -0.6542 -0.57 0.63 0.19 -0.061
H -0.0263 3.1097 -2.1459 1.15 2.44 -0.67 0.107
C -0.5700 -1.2672 1.3800 1.37 -3.53 2.14 -0.064
H -1.5482 -1.0850 1.2105 -3.27 0.64 0.14 0.067
H -0.8897 -3.0941 2.7307 0.49 1.72 -0.23 0.118
O 0.8905 1.9964 0.1264 -1.17 0.10 -3.02 0.102
H -1.5023 -0.0072 -0.4195 1.96 0.63 -1.45 0.153
H 3.0323 -2.6452 1.2746 -1.06 1.06 -0.50 0.118
H -0.0051 -0.1895 -1.6827 -0.97 -0.87 0.83 0.139
C 0.1388 1.5597 -0.7400 -0.76 -0.05 2.71 -0.362
N -2.9287 2.2656 -2.5482 4.70 -0.75 1.46 0.139
H 1.4086 -3.6051 2.8897 0.50 0.17 -0.69 0.100
C -1.7859 2.1739 -2.1976 -3.41 0.98 -1.18 -0.274
N -0.4738 2.3163 -1.8500 -0.91 -3.20 1.95 0.106
C 1.6464 -1.1303 0.4190 -0.55 0.34 -0.29 -0.024
C 0.2566 -0.7424 0.4786 3.21 1.26 -2.62 -0.253
C 1.9973 -2.1813 1.2503 2.66 -0.95 0.79 -0.115
C -0.1831 -2.3551 2.2439 0.78 -0.79 -0.75 -0.043
H 2.3931 -0.6179 -0.2998 -1.43 -1.12 1.28 0.144
C 1.1619 -2.8028 2.1898 -2.72 1.30 -0.10 -0.099
```
Forces are in eV/Å.

**SMILES string**: N#CNC(=O)Cc1ccccc1
**Total charge**: 0
**Energy relative to the best compared isomer or geometry (same formula, charge and spin)**: 58.34 kcal/mol
**M**: 160.2 g mol⁻¹
**LUMO**: 0.55 eV

> Which of these has the highest energy relative to the best compared isomer or geometry (same formula, charge and spin)?

C9H8N2

> Which value of energy relative to the best compared isomer or geometry (same formula, charge and spin) does entry 2 give?

11.61 kcal/mol